# 1
Formula: C4H11NS
Source: the OMol25 dataset
Level of theory: ωB97M-V/def2-TZVPD

```
17
Properties=species:S:1:pos:R:3:forces:R:3
C 0.166 -0.971 1.360 0.88 0.75 -0.40
H 1.217 1.331 0.389 0.34 0.24 -0.27
C -0.043 -0.167 0.054 -0.33 -0.77 0.33
S -1.158 -2.100 1.704 -0.71 -0.87 0.31
C 1.175 0.997 -1.655 -0.28 1.07 -0.26
H -1.719 0.857 1.116 0.26 -0.11 0.23
H 0.214 -0.327 2.245 -0.08 0.26 -0.25
H -0.183 -0.910 -0.749 0.26 0.09 0.22
H 1.146 -1.450 1.326 -0.17 -0.23 -0.09
H -2.103 -0.117 -0.282 -0.38 0.54 -0.09
H -0.632 -3.254 1.257 0.08 0.24 -0.07
C -1.382 0.602 0.110 0.00 -0.27 0.09
H -1.393 1.544 -0.434 0.07 -0.19 -0.41
N 1.170 0.560 -0.269 -0.04 0.08 0.19
H 0.414 1.772 -1.873 -0.18 -0.49 -0.04
H 1.025 0.137 -2.306 -0.11 -0.01 0.02
H 2.085 1.495 -1.991 0.38 -0.33 0.50
```
Positions in Å, forces in eV/Å.

The value obtained for the orbital gap is 9.75 eV. Its net charge is 0. Its structure (SMILES) is CN[C@H](C)CS. For the electronic energy, the calculation gives -611.920429 Ha.

---

# 2
Formula: C4H9Cl6OY
Source: the OMol25 dataset
Level of theory: ωB97M-V/def2-TZVPD

```
21
Properties=species:S:1:pos:R:3:forces:R:3
H 0.739 0.264 -0.395 0.15 -1.02 -0.07
Cl 2.768 -1.144 4.458 -1.18 -0.63 -0.74
Y -2.382 -2.238 -1.856 4.85 3.60 3.42
Cl -1.452 3.944 -0.375 -0.14 0.12 -0.09
O -1.054 -0.939 -0.463 -2.93 -2.71 -3.15
C 1.504 -1.803 3.320 -0.15 1.41 0.42
H -0.118 0.032 1.185 0.09 -0.82 -0.12
Cl 3.380 -2.487 -2.375 -0.76 0.74 -0.24
H 2.582 -0.934 -3.975 0.07 0.05 0.19
C -3.142 3.567 -0.081 -1.14 -0.51 0.40
H 0.612 -2.198 3.806 0.66 -0.42 0.56
H -0.663 1.075 -0.023 -0.71 -0.01 -0.27
H 2.120 -0.462 -2.317 -0.59 -0.36 -0.04
C 2.199 -1.292 -3.019 2.40 -0.10 0.19
H 1.104 -0.970 2.743 0.50 0.18 0.10
H -3.267 2.486 -0.129 0.21 0.06 0.11
C -0.216 0.089 0.101 -0.50 1.16 -0.04
Cl 2.168 -2.933 2.179 0.15 -0.54 -0.32
Cl -3.758 4.073 1.512 0.38 -0.06 -0.19
Cl 0.732 -2.114 -3.505 -2.06 -0.52 0.10
H -3.856 3.985 -0.792 0.68 0.36 -0.22
```
Positions in Å, forces in eV/Å.

The value obtained for the orbital gap is 3.48 eV. Its net charge is +2. For the electronic energy, the calculation gives -3031.720145 Ha.

---

# 3
Formula: C50H41F3N4OP2SbSeZn
Source: the OMol25 dataset
Level of theory: ωB97M-V/def2-TZVPD

```
104
Properties=species:S:1:pos:R:3:forces:R:3
H 3.167 -0.910 -0.390 0.00 0.00 0.01
H 3.624 2.703 2.539 0.00 0.00 -0.01
H 2.780 -3.897 1.231 0.01 0.00 0.00
H -1.826 -3.882 0.025 0.00 0.01 0.02
H -1.728 0.225 4.171 -0.01 0.01 0.01
Zn 0.311 -0.127 0.817 0.00 0.22 0.48
H -0.625 2.719 -0.605 -0.09 -0.02 0.02
N 1.547 4.466 0.536 -0.07 -0.03 0.10
P -0.598 -2.090 -1.816 0.12 -0.05 -0.03
H -3.794 0.833 -4.645 0.00 0.00 0.00
H 4.569 -4.122 -0.470 0.00 0.00 0.00
H 0.050 -2.103 -4.207 0.00 -0.01 0.03
C -4.078 2.867 -5.270 0.00 -0.01 0.00
H 1.166 -0.043 -3.544 -0.01 -0.01 -0.03
C -2.349 1.427 -0.523 -0.07 0.02 0.02
C 2.028 4.703 5.430 0.00 -0.01 0.00
H -2.604 2.566 3.176 0.00 0.00 -0.01
H 1.228 -1.965 4.784 -0.01 0.00 0.00
O 2.767 0.937 1.518 0.01 0.10 0.00
H -4.620 2.594 -6.167 0.00 0.00 0.00
C -3.451 1.345 1.627 -0.02 0.04 0.00
C -0.456 0.942 -2.560 0.04 0.01 -0.03
C -1.427 2.333 0.012 -0.01 0.03 -0.06
N 3.281 6.241 0.470 0.00 0.00 0.00
C 2.593 -3.623 0.201 0.01 0.01 0.01
C -2.539 2.256 2.140 0.01 -0.01 0.00
C 2.706 -0.572 4.074 -0.01 -0.02 0.01
C -3.862 4.201 -4.965 0.00 0.01 0.00
H -1.533 -1.432 -3.868 0.01 0.02 -0.02
C -2.822 -6.121 -2.301 0.01 0.00 0.00
C -0.125 0.312 7.683 0.00 0.00 0.00
C 2.117 0.789 0.387 -0.10 -0.31 -0.10
F 3.595 6.415 5.069 0.01 0.00 0.00
H -4.044 0.188 -0.077 0.00 0.00 0.01
C 0.076 -0.014 -3.632 -0.04 0.01 0.00
C 2.099 -2.876 -2.427 0.01 0.01 -0.01
C 2.108 2.707 4.054 -0.02 0.01 0.00
P -2.282 0.793 -2.241 -0.02 0.03 -0.03
H 4.528 4.942 3.158 0.00 0.00 0.00
H 1.929 -2.583 -3.456 0.00 -0.01 0.01
H 0.681 3.064 5.626 -0.01 0.00 0.00
H -3.007 5.580 -3.560 0.00 0.00 0.00
F 5.437 -3.478 5.114 0.01 0.01 0.00
H 3.848 0.652 -0.875 0.01 0.00 0.00
H 2.878 -3.717 5.391 0.00 0.00 0.00
H 0.298 0.316 8.679 0.00 0.00 0.00
Se -3.681 -2.476 2.084 -0.03 0.01 0.04
H -2.541 -5.903 -4.418 0.00 0.00 0.00
C 3.345 -3.369 -2.064 0.00 0.00 0.00
C -1.474 0.059 7.512 0.00 0.00 -0.01
C 4.069 -0.368 3.877 0.00 -0.01 -0.01
H -1.361 -3.770 -4.238 0.01 0.01 0.00
C 1.087 -2.745 -1.482 0.00 -0.02 -0.01
H 0.577 -3.019 0.591 0.00 0.00 0.00
H -0.791 3.447 1.727 -0.01 0.00 0.00
C 4.997 -1.337 4.235 0.00 0.00 0.00
C -1.949 -4.336 -0.951 -0.04 0.02 0.00
F -2.234 -0.172 8.611 0.00 -0.01 0.00
C 2.285 -1.782 4.619 0.01 0.02 0.01
C 3.109 5.198 4.732 -0.01 0.00 0.00
C 2.507 5.384 0.483 0.03 0.00 0.00
H -2.972 -6.037 -0.159 0.00 0.00 0.00
C 4.536 -2.522 4.772 0.00 0.00 0.00
H 4.126 -3.453 -2.810 0.00 0.00 0.00
Sb 1.237 0.849 3.436 0.06 -0.04 -0.07
C -1.271 0.271 5.156 -0.01 -0.02 -0.02
H 4.414 0.550 3.419 0.00 0.00 -0.01
H -2.170 3.830 -2.061 0.03 0.00 0.04
C 3.192 3.254 3.365 0.02 -0.01 0.00
C 3.196 -2.772 4.970 0.00 -0.01 0.00
C -0.492 -1.434 -3.535 0.00 -0.07 -0.05
H -4.225 0.931 2.261 0.01 -0.01 -0.01
C 1.736 3.275 0.169 0.06 0.05 -0.15
C -3.608 1.876 -4.416 0.01 -0.02 0.00
C -2.106 -1.702 1.848 0.07 -0.05 0.10
H 6.059 -1.188 4.092 0.00 0.00 0.00
H -0.138 0.375 -4.631 -0.03 0.02 0.02
C -2.372 -5.469 -3.440 0.00 0.00 0.00
C -2.906 2.200 -3.257 0.03 0.03 0.06
C -2.698 3.548 -2.963 -0.02 -0.03 -0.01
C -2.608 -5.550 -1.055 0.00 -0.01 0.00
C -3.174 4.539 -3.807 0.00 0.00 0.00
C 0.089 0.546 5.274 0.02 0.01 0.02
N -1.056 -1.206 1.710 -0.06 -0.09 -0.42
C 3.594 -3.746 -0.752 0.00 0.01 0.00
H 0.042 0.717 -1.613 -0.03 0.01 -0.04
C 1.352 -3.119 -0.162 0.01 -0.02 0.00
C 2.917 0.100 -0.709 0.03 0.05 0.01
H -0.182 1.971 -2.802 0.00 0.00 -0.01
H 1.586 5.289 6.225 0.00 0.00 0.00
H 1.708 0.737 6.678 0.00 0.00 0.00
C 0.646 0.548 6.554 -0.01 0.02 0.00
C -1.704 -4.256 -3.334 0.02 -0.02 0.01
C 1.533 3.452 5.082 -0.02 0.00 -0.01
H 2.360 0.051 -1.646 0.02 0.00 0.01
N 1.737 2.166 -0.239 0.11 0.06 0.09
C -3.354 0.930 0.305 0.00 0.04 -0.03
C -1.479 -3.678 -2.087 -0.04 0.02 0.05
H -3.345 -7.065 -2.386 0.00 0.00 0.00
C -1.520 2.748 1.333 -0.01 -0.03 0.03
H -4.232 4.977 -5.623 0.00 0.00 0.00
H -3.123 -0.200 6.181 0.00 0.00 0.00
C -2.069 0.025 6.271 0.00 -0.01 0.01
C 3.703 4.500 3.702 0.00 0.00 0.00
```
Positions in Å, forces in eV/Å.

The value obtained for the orbital gap is 7.49 eV. Its net charge is -1. For the electronic energy, the calculation gives -7627.551722 Ha.

---

# 4
Formula: C6H11NO6
Source: the OMol25 dataset
Level of theory: ωB97M-V/def2-TZVPD

```
24
Properties=species:S:1:pos:R:3:forces:R:3
H 0.449 1.047 1.708 0.17 -0.59 -0.05
H 0.541 -1.158 2.970 0.17 0.03 0.34
H 0.639 1.412 -2.852 -0.65 0.21 -0.44
O -2.805 0.016 -1.529 -0.47 0.67 0.79
C 0.641 -0.015 1.421 0.14 -1.02 2.20
C 1.474 -0.008 0.154 -0.98 -1.78 2.33
H -0.574 -1.841 1.032 0.25 1.65 0.35
C -0.658 -0.720 1.296 0.71 -0.56 -1.92
O -0.724 1.030 -0.512 1.79 -0.51 1.19
H -2.339 -0.596 2.041 -0.43 -0.11 0.48
H 1.230 1.758 -0.656 -0.24 1.61 0.25
H -0.987 -0.326 -2.002 1.30 -0.23 -1.42
C 0.817 0.523 -2.271 -3.32 -1.42 1.68
H -3.573 0.643 -1.405 1.22 -1.09 0.30
H 3.149 0.058 1.300 -1.00 0.00 -0.72
O -1.450 -0.525 2.403 -0.58 0.02 1.14
O 2.717 0.531 0.555 0.68 0.32 -0.93
N -2.359 -0.519 -0.260 -0.28 0.64 0.25
H 1.750 0.165 -2.527 2.09 -0.86 -0.35
C 0.699 0.845 -0.782 1.30 1.99 -1.71
O 1.254 -0.718 2.500 1.25 0.43 -0.13
O -0.131 -0.590 -2.451 0.01 1.27 0.05
H 1.483 -0.999 -0.300 0.72 -0.44 0.28
C -1.244 -0.014 0.167 -3.85 -0.24 -3.96
```
Positions in Å, forces in eV/Å.

The value obtained for the orbital gap is 10.73 eV. Its net charge is 0. Its structure (SMILES) is OC[C@H]1O/C(=N\O)[C@H](O)[C@@H](O)[C@@H]1O. For the electronic energy, the calculation gives -741.281579 Ha.

---

ΔE to the lowest compared entry with this formula, charge and spin readings, ordered: 0.5903, 0.0000, 1.9391, 0.0000 eV